Molecular formula: C6H15NO2
Method: DFT, the ωB97M-V functional and the def2-TZVPD basis

lowest unoccupied orbital energy = 0.8 eV
SMILES string = CCC(O)(O)NC(C)C
HOMO = -8.845 eV

The geometry in ORCA input format:
```
! RIJCOSX wB97M-V def2-TZVPD def2/J DEFGRID3
* xyz 0 1
C 0.480 -0.531 -2.282
C 1.087 -1.039 -0.979
C 1.418 0.163 0.150
O 1.913 -0.488 1.262
O 2.384 1.057 -0.330
N 0.228 0.886 0.492
C -0.989 0.102 0.670
C -1.083 -0.445 2.090
C -2.207 0.937 0.306
H -0.544 -0.192 -2.137
H 1.041 0.314 -2.687
H 0.494 -1.313 -3.042
H 2.096 -1.414 -1.171
H 0.583 -1.921 -0.585
H 2.489 0.104 1.758
H 2.221 1.234 -1.263
H 0.082 1.636 -0.171
H -0.824 -0.794 -0.060
H -1.967 -1.075 2.190
H -1.150 0.377 2.807
H -0.200 -1.033 2.328
H -2.158 1.284 -0.726
H -2.286 1.804 0.956
H -3.108 0.345 0.425
*
```



Molecular formula: C20H21F4IN6O8Ti
Method: DFT, the ωB97M-V functional and the def2-TZVPD basis

lowest unoccupied orbital energy (spin up / spin down) = -0.8 / -0.8 eV
HOMO (spin up / spin down) = -7.141 / -8.322 eV

The geometry in ORCA input format:
```
! RIJCOSX wB97M-V def2-TZVPD def2/J DEFGRID3
* xyz 0 3
Ti -0.106 0.112 -0.202
C 2.929 -1.299 -1.812
C 2.808 -0.988 -0.333
N 2.093 0.272 -0.005
C 2.676 1.455 -0.699
C 1.975 1.792 -2.008
C 2.176 0.499 1.472
C 1.423 -0.559 2.263
N 0.121 -0.731 1.642
C -0.827 -1.547 2.161
C -2.105 -1.488 1.582
F -2.267 -0.579 0.569
C -3.168 -2.256 1.982
F -4.345 -2.117 1.359
C -3.030 -3.165 3.015
C -1.786 -3.246 3.611
F -1.593 -4.116 4.610
C -0.712 -2.473 3.210
F 0.466 -2.641 3.842
H 3.427 -2.262 -1.925
H 3.522 -0.556 -2.346
H 1.952 -1.380 -2.288
H 3.806 -0.934 0.119
H 2.269 -1.797 0.158
H 3.747 1.282 -0.844
H 2.574 2.304 -0.025
H 1.798 0.915 -2.630
H 2.582 2.487 -2.589
H 1.014 2.271 -1.819
H 1.737 1.477 1.664
H 3.230 0.516 1.770
H 1.341 -0.199 3.293
H 1.987 -1.495 2.302
H -3.856 -3.778 3.342
N -2.043 -1.897 -2.428
C -1.080 -2.433 -1.700
O -0.244 -1.740 -1.087
C -0.974 -3.924 -1.610
I 0.463 -4.620 -3.036
H -2.143 -0.880 -2.440
H -2.739 -2.470 -2.871
H -1.919 -4.417 -1.814
H -0.615 -4.183 -0.619
O -4.359 6.734 0.262
N -4.427 5.680 -0.340
O -5.384 5.323 -0.999
C -3.323 4.733 -0.182
C -3.369 3.531 -0.878
C -2.327 2.637 -0.729
C -1.245 2.875 0.191
O -0.385 1.963 0.469
C -1.230 4.162 0.777
C -2.264 5.074 0.623
N -0.112 4.580 1.624
O 0.930 3.953 1.572
O -0.230 5.633 2.224
N -2.364 1.465 -1.494
O -3.368 1.111 -2.157
O -1.231 0.762 -1.688
H -4.189 3.298 -1.537
H -2.233 6.026 1.127
*
```



Molecular formula: C2H4NO4
Method: DFT, the ωB97M-V functional and the def2-TZVPD basis

lowest unoccupied orbital energy = 4.2 eV
HOMO = -5.238 eV

The geometry in ORCA input format:
```
! RIJCOSX wB97M-V def2-TZVPD def2/J DEFGRID3
* xyz -1 1
O 0.538 -1.015 -1.543
C 0.510 -0.009 -2.325
O 0.294 1.160 -2.018
H 0.815 -0.241 -3.368
N 0.961 -0.087 1.349
C -0.398 0.011 1.511
O -1.126 -0.600 0.563
O -0.931 0.540 2.466
H 1.483 0.560 1.898
H 1.254 -0.299 0.402
H -0.572 -0.774 -0.268
*
```



Computed ΔE to the lowest compared entry with this formula, charge and spin, in the same sequence as the records: 29.7 0.0 5.0 kcal/mol.